[1]
Below is the molecule C6H6O, with properties calculated with the ωB97M-V functional and the def2-TZVPD basis.

Geometry as XYZ:
```
13
Properties=species:S:1:pos:R:3:mulliken_charge:R:1
C 2.948 0.646 -0.234 0.0213
C 1.773 0.389 -0.303 -0.6418
C 0.392 0.087 -0.204 0.2105
C -0.507 0.917 0.332 -0.4190
C -1.765 0.181 0.487 -0.3817
O -1.430 -1.180 0.472 -0.3586
C -0.238 -1.298 -0.310 -0.3813
H 3.984 0.867 -0.130 0.4267
H -0.475 1.982 0.497 0.4284
H -2.042 0.676 -0.508 0.2128
H -2.506 0.375 1.271 0.3753
H 0.415 -2.088 0.082 0.2902
H -0.561 -1.591 -1.323 0.2172
```

Calculated values
E_tot	-8362.975	eV
charge	0
HOMO level	-8.5	eV
energy above the lowest of the compared OMol25 structures with the same formula, charge and spin	3.531	eV
Kohn-Sham gap	9.47	eV
F_max	0.0456	hartree/bohr
E_LUMO	0.917	eV


[2]
Below is a cluster of 2 separate species, C10H16 in total, with properties calculated with the ωB97M-V functional and the def2-TZVPD basis.

Geometry as XYZ:
```
26
Properties=species:S:1:pos:R:3:mulliken_charge:R:1
C -1.854 -1.872 -1.438 -1.2986
C -0.978 -1.728 -0.138 0.8469
C 0.442 -1.687 -0.262 -0.3662
C 1.258 -1.660 0.799 -0.1446
C 0.723 -1.704 2.094 -0.8838
C -0.710 -1.518 2.144 -0.2071
C -1.602 -1.537 1.092 -0.7369
H -2.849 -1.472 -1.256 0.3295
H -1.810 -2.779 -2.034 0.3710
H -1.435 -1.209 -2.245 0.2775
H 0.855 -1.499 -1.344 0.2939
H 2.385 -1.601 0.734 0.3180
H 1.289 -1.803 2.953 0.4779
H -1.085 -1.435 3.200 0.2573
H -2.616 -1.443 1.279 0.4755
C 0.013 1.284 -0.898 -0.6953
C 0.840 2.134 0.149 -0.2364
C 1.245 3.404 -0.577 -1.2242
H 0.918 0.811 -1.400 0.2543
H -0.551 1.794 -1.679 0.3948
H -0.476 0.419 -0.399 -0.0723
H 0.283 2.411 1.038 0.3523
H 1.666 1.556 0.624 0.2300
H 2.151 3.692 -0.218 0.4401
H 1.411 3.169 -1.647 0.2988
H 0.488 4.271 -0.574 0.2474
```

Calculated values
E_tot	-10627.694	eV
charge	0
HOMO level	-8.7	eV
energy above the lowest of the compared OMol25 structures with the same formula, charge and spin	2.049	eV
Kohn-Sham gap	9.73	eV
F_max	0.0964	hartree/bohr
E_LUMO	0.999	eV


[3]
Below is a structure of composition C9H24ClI2OP2V, with properties calculated with the ωB97M-V functional and the def2-TZVPD basis.

Geometry as XYZ:
```
40
Properties=species:S:1:pos:R:3:mulliken_charge:R:1
I 0.002 1.426 1.055 -0.0308
I -0.057 -1.050 1.357 0.0323
V -0.051 -0.010 -2.402 0.1528
P -2.411 -0.026 -1.478 1.1108
C -3.367 0.057 0.084 -1.0700
C -3.110 1.325 -2.437 -1.2069
H -4.183 1.157 -2.543 0.3960
H -4.150 -1.369 -2.376 0.3968
H -2.642 1.359 -3.421 0.4409
H -2.606 -1.658 -3.223 0.4211
H -3.134 0.987 0.632 0.3608
H -2.937 2.262 -1.902 0.3509
C -3.076 -1.504 -2.252 -1.2024
H -4.438 0.041 -0.203 0.4066
H -2.887 -2.357 -1.597 0.3451
H -3.134 -0.814 0.719 0.3529
P 2.306 -0.002 -1.454 1.1378
C 3.223 0.086 0.133 -1.0636
C 3.022 -1.448 -2.238 -1.1956
H 2.585 1.432 -3.354 0.4417
H 4.091 1.212 -2.431 0.4235
H 2.818 2.302 -1.809 0.3431
C 3.016 1.379 -2.357 -1.2318
H 2.549 -1.627 -3.202 0.4217
H 4.085 -1.263 -2.384 0.3838
H 4.277 0.326 -0.110 0.3960
H 3.166 -0.881 0.659 0.3823
H 2.880 -2.309 -1.585 0.3427
H 2.802 0.868 0.790 0.3470
Cl 0.015 -0.309 -4.537 -0.4414
C -0.896 0.726 4.368 -0.8945
C 0.542 0.456 4.088 0.5162
C 0.990 -0.887 4.524 -0.9694
O 1.264 1.316 3.561 -0.5401
H -1.049 0.752 5.465 0.3998
H -1.568 -0.040 3.973 0.3161
H -1.200 1.698 3.976 0.3211
H 0.553 -1.667 3.871 0.2199
H 2.075 -0.874 4.498 0.3071
H 0.633 -1.077 5.541 0.3795
```

Calculated values
E_tot	-84743.240	eV
charge	+2
HOMO level (alpha / beta)	-14.9 / -15.0	eV
energy above the lowest of the compared OMol25 structures with the same formula, charge and spin	1.195	eV
Kohn-Sham gap (alpha / beta)	5.65 / 6.83	eV
F_max	0.0628	hartree/bohr
E_LUMO (alpha / beta)	-9.278 / -8.121	eV
spin multiplicity	3


[4]
Below is the molecule H3NOP2, with properties calculated with the ωB97M-V functional and the def2-TZVPD basis.

Geometry as XYZ:
```
7
Properties=species:S:1:pos:R:3:mulliken_charge:R:1
O 2.076 1.474 0.029 -0.2459
N 1.151 1.258 -0.670 0.0959
P 0.432 -0.631 -0.669 0.0255
P -1.167 -0.062 0.682 -0.1256
H -0.307 -0.297 -1.807 0.0924
H -1.739 -1.335 0.607 0.0817
H -0.446 -0.407 1.828 0.0761
```

Calculated values
E_tot	-22160.283	eV
charge	0
HOMO level (alpha / beta)	-8.4 / -8.4	eV
energy above the lowest of the compared OMol25 structures with the same formula, charge and spin	0.195	eV
Kohn-Sham gap (alpha / beta)	8.02 / 8.02	eV
F_max	0.0284	hartree/bohr
E_LUMO (alpha / beta)	-0.380 / -0.381	eV


[5]
Below is a structure of composition C6H10O3Sm, with properties calculated with the ωB97M-V functional and the def2-TZVPD basis.

Geometry as XYZ:
```
20
Properties=species:S:1:pos:R:3:mulliken_charge:R:1
O 0.778 1.496 0.208 -0.4273
Sm -1.748 4.341 0.255 1.8397
O -1.280 1.854 -0.551 -0.7325
C -0.270 1.157 -0.457 0.9165
O -0.186 -0.089 -0.896 -0.2985
C -1.291 -1.003 -0.640 -0.5053
H -1.057 -1.861 -1.280 0.2357
H -2.213 -0.515 -0.972 0.3545
C -1.340 -1.379 0.805 0.1824
C -2.436 -1.256 1.553 -0.8356
H -0.436 -1.837 1.216 0.2573
H -2.464 -1.633 2.576 0.2941
H -3.345 -0.796 1.159 0.2577
C 1.810 0.283 0.214 0.0764
C 2.731 0.341 -0.979 -1.0699
H 2.327 0.568 1.135 0.4068
H 1.477 -0.731 0.458 0.0863
H 2.655 1.309 -1.490 0.2850
H 3.761 0.214 -0.619 0.3588
H 2.526 -0.463 -1.696 0.3178
```

Calculated values
E_tot	-30412.387	eV
charge	+2
HOMO level (alpha / beta)	-15.9 / -15.9	eV
energy above the lowest of the compared OMol25 structures with the same formula, charge and spin	0.000	eV
Kohn-Sham gap (alpha / beta)	6.28 / 6.47	eV
F_max	0.0584	hartree/bohr
E_LUMO (alpha / beta)	-9.631 / -9.440	eV
spin multiplicity	7


[6]
Below is a cluster of 2 separate species, C3H10N2O2 in total, with properties calculated with the ωB97M-V functional and the def2-TZVPD basis.

Geometry as XYZ:
```
17
Properties=species:S:1:pos:R:3:mulliken_charge:R:1
C 1.618 1.179 -0.850 -0.7131
N 1.587 0.638 0.495 0.1410
O 1.074 1.361 1.357 -0.4410
H 0.917 2.008 -1.009 0.3415
H 2.653 1.470 -1.053 0.3174
H 1.366 0.356 -1.525 0.2867
N -1.590 0.567 1.319 -0.5514
C -1.374 -0.096 0.112 -0.7907
C -0.052 -1.379 0.096 -0.5467
O 0.148 -1.679 -1.257 -0.5119
H -1.835 -0.065 2.073 0.2353
H -0.779 1.146 1.595 0.3263
H -2.236 -0.693 -0.184 0.4363
H -1.097 0.585 -0.690 0.3721
H 0.910 -1.465 0.590 0.4307
H -0.604 -2.167 0.624 0.3474
H -0.709 -1.767 -1.694 0.3200
```

Calculated values
E_tot	-10343.994	eV
charge	0
HOMO level	-8.4	eV
energy above the lowest of the compared OMol25 structures with the same formula, charge and spin	5.493	eV
Kohn-Sham gap	8.29	eV
F_max	0.0710	hartree/bohr
E_LUMO	-0.124	eV